(1)
This record from the OMol25 dataset describes C3H5NOS2 in the gas phase. The level of theory is ωB97M-V/def2-TZVPD.

Last column: natural (NBO) charge in e.
Positions of all 12 atoms, in Å:
C -0.793 1.049 0.365  0.27
C 0.274 0.119 -0.273  -0.51
C -0.358 -1.112 -0.717  -0.47
N -0.676 2.248 0.679  -0.66
O -3.065 0.435 -1.155  -0.94
S -1.811 -1.689 0.415  -0.04
S -2.713 0.246 0.282  0.99
H 0.611 0.786 -1.023  0.26
H 1.055 0.062 0.510  0.24
H -0.722 -1.051 -1.676  0.23
H 0.447 -1.771 -0.746  0.23
H -1.313 2.930 1.067  0.40

Its HOMO-LUMO gap is 9.17 eV. The value obtained for the energy relative to the best compared isomer or geometry (same formula, charge and spin) is 217.54 kJ/mol. The total energy comes out at -1043.60638 Ha.



(2)
This record from the OMol25 dataset describes C3H5NOS2 in the gas phase. The level of theory is ωB97M-V/def2-TZVPD.

Last column: natural (NBO) charge in e.
Positions of all 12 atoms, in Å:
C -1.696 -2.740 -0.470  -0.13
N -1.062 -1.723 -0.860  -0.12
O -1.554 -0.537 -0.230  -0.42
C -0.798 0.580 -0.714  -0.17
C 0.496 0.797 -0.005  -0.30
S 1.748 1.594 -0.642  0.05
S 0.635 0.255 1.667  0.11
H -2.506 -2.709 0.264  0.19
H -1.309 -3.648 -0.911  0.20
H -0.593 0.417 -1.789  0.23
H -1.442 1.446 -0.669  0.23
H -0.423 -0.560 1.690  0.13

Its SMILES is C=NOCC(=S)S. Its HOMO-LUMO gap is 8.56 eV. The value obtained for the energy relative to the best compared isomer or geometry (same formula, charge and spin) is 269.15 kJ/mol. The total energy comes out at -1043.58672 Ha.



(3)
This record from the OMol25 dataset describes a molecular structure, C3H5NOS2. The level of theory is ωB97M-V/def2-TZVPD.

Last column: natural (NBO) charge in e.
Positions of all 12 atoms, in Å:
C 2.370 -0.672 0.015  -0.78
C -0.240 0.557 -0.022  -0.09
C -2.488 -0.254 0.079  0.53
H 2.699 0.448 -0.444  0.29
H 2.463 -0.214 1.098  0.24
H 2.861 -1.700 -0.086  0.25
H -1.869 1.650 -0.105  0.43
H -1.944 -1.264 0.050  0.14
N -1.591 0.716 0.225  -0.63
O -3.645 -0.005 -0.317  -0.55
S 0.514 -1.027 -0.270  0.25
S 0.869 1.765 -0.224  -0.07

Its HOMO-LUMO gap is 8.51 eV. The value obtained for the energy relative to the best compared isomer or geometry (same formula, charge and spin) is 197.20 kJ/mol. The total energy comes out at -1043.61412 Ha.